{"formula": "C22H31N3O6", "method": "ωB97M-V/def2-TZVPD", "e_tot_ha": -1472.66957, "de_lowest_kcal_mol": 28.6, "largest_force_ev_per_a": 0.5, "homo_ev": -8.37, "orbital_gap_ev": 9.0, "smiles": "CCOC(=O)N1CCN(C(=O)C2CCN(C(=O)c3cc(OC)cc(OC)c3)CC2)CC1", "elements": ["C", "C", "H", "C", "H", "C", "C", "C", "C", "H", "N", "O", "H", "O", "H", "C", "H", "H", "N", "O", "O", "H", "H", "H", "C", "H", "H", "O", "C", "H", "H", "H", "C", "C", "H", "H", "H", "C", "C", "H", "C", "C", "C", "C", "N", "H", "H", "H", "C", "H", "H", "H", "C", "H", "O", "H", "H", "H", "C", "H", "H", "C"], "xyz": [[0.91244, -0.66251, -1.74640], [-1.29530, -5.36379, -2.73814], [0.08997, 0.91562, 1.83192], [1.42925, 7.37503, 5.13642], [-3.13763, -5.10397, -3.80516], [2.19175, -0.47649, 0.39101], [1.12381, 2.54692, 2.79302], [0.97464, 0.04584, -0.38418], [1.97729, -1.95819, 0.72891], [2.49421, -2.15896, -1.78845], [1.28736, 3.97217, 2.62364], [-0.28024, -3.39782, 1.25641], [1.16306, 3.99171, -0.75364], [-4.01121, -2.88720, -2.52204], [0.06524, -0.18516, 0.17586], [-4.91967, -3.34156, -3.49481], [1.07220, 8.16260, 5.79369], [2.34532, 0.08642, 1.31209], [0.65704, 2.35966, 0.40673], [-0.84424, -6.47595, -3.38048], [0.22613, 4.46297, 4.56035], [-0.53915, 6.71568, 4.54481], [-0.20027, 4.25804, 0.37097], [-2.61178, -7.37281, -3.99936], [-2.49477, -4.72141, -3.03051], [-2.34277, -2.22611, -0.75560], [2.93993, -2.47629, 0.80588], [1.59137, 2.01632, -1.60077], [0.78617, 3.79697, 0.25109], [0.71853, 2.36792, 3.78974], [0.45841, -5.38305, -1.52270], [2.74393, 3.92865, 1.14994], [-2.03208, -3.09710, -1.30912], [1.10315, 1.55193, -0.58652], [-0.11664, -0.65427, -2.10814], [2.10611, 2.06944, 2.70498], [1.61537, 6.48072, 5.72578], [0.73324, 4.82172, 3.52371], [-1.63988, -7.05115, -4.38749], [1.52631, -0.11035, -2.45930], [-0.83574, -3.73522, -1.03060], [0.37929, 7.08183, 4.07480], [0.02169, -3.22751, 0.08952], [-2.86361, -3.58800, -2.31326], [1.16217, -2.59889, -0.28431], [-1.08770, -7.92253, -4.73584], [3.07828, -0.34354, -0.23141], [1.80096, 5.43780, 1.24195], [-0.46338, -4.86737, -1.73779], [2.35889, 7.69317, 4.67037], [-5.28335, -4.34893, -3.26756], [-5.75543, -2.64430, -3.46454], [1.41477, -2.10957, -1.61967], [-1.79059, -6.36268, -5.22581], [0.83747, 6.11168, 3.13402], [-0.81705, 2.43972, 1.86322], [-4.47800, -3.32961, -4.49692], [1.44633, -2.07307, 1.67762], [1.74594, 4.35321, 1.30680], [0.92399, -2.75124, -2.35030], [0.16382, 7.96956, 3.47620], [0.17465, 1.99329, 1.71938]], "forces_ev_per_a": [[0.10, -0.04, 0.02], [0.21, 0.15, 0.23], [-0.02, 0.01, -0.04], [-0.16, -0.21, -0.33], [-0.06, -0.03, -0.07], [-0.21, -0.08, 0.00], [-0.31, -0.19, 0.18], [0.22, 0.10, -0.26], [0.11, -0.03, 0.39], [-0.05, -0.04, -0.05], [0.11, 0.02, -0.08], [-0.27, -0.07, 0.16], [-0.10, 0.02, 0.15], [0.28, 0.01, 0.21], [0.05, 0.03, 0.03], [-0.15, -0.08, -0.18], [-0.01, 0.10, 0.10], [0.08, 0.00, 0.02], [-0.15, 0.38, 0.11], [0.09, 0.21, 0.26], [-0.24, 0.07, 0.38], [0.11, 0.12, -0.14], [0.03, 0.01, 0.01], [0.03, 0.03, -0.02], [-0.25, -0.15, -0.27], [-0.05, 0.12, 0.10], [-0.06, 0.04, 0.06], [0.22, 0.00, -0.28], [0.37, 0.25, -0.17], [0.09, -0.04, -0.12], [0.14, -0.07, 0.02], [-0.04, 0.06, -0.05], [-0.11, 0.04, -0.08], [-0.23, -0.35, 0.03], [-0.02, -0.01, -0.06], [-0.06, -0.04, 0.00], [0.02, -0.02, 0.08], [0.15, 0.04, -0.08], [-0.14, -0.09, -0.18], [-0.08, -0.01, 0.01], [-0.39, -0.25, -0.15], [-0.17, 0.23, 0.46], [0.11, -0.08, -0.04], [0.23, 0.11, 0.20], [0.17, -0.09, 0.08], [-0.08, 0.05, -0.01], [0.03, 0.08, 0.01], [0.06, -0.12, -0.04], [-0.04, -0.11, -0.10], [0.08, 0.07, -0.01], [0.03, 0.03, -0.01], [0.04, -0.08, -0.04], [-0.16, 0.24, -0.36], [-0.01, -0.02, 0.04], [0.12, -0.22, -0.19], [0.04, -0.10, 0.04], [-0.01, -0.02, 0.05], [0.14, 0.03, -0.13], [-0.15, 0.18, -0.34], [0.17, 0.05, 0.03], [-0.01, -0.12, 0.06], [0.17, -0.13, 0.35]]}